{"formula": "C8H15N3O", "method": "the ωB97M-V functional and the def2-TZVPD basis", "elements": ["C", "C", "C", "C", "C", "C", "C", "C", "N", "N", "N", "O", "H", "H", "H", "H", "H", "H", "H", "H", "H", "H", "H", "H", "H", "H", "H"], "coordinates": [[4.03, 0.04, 1.10], [1.89, 1.18, 0.80], [3.31, 0.83, 0.21], [1.26, -0.02, 1.41], [-1.60, -1.10, -0.40], [-2.43, -0.44, -1.57], [-0.18, -0.61, -0.55], [-2.89, 0.96, -1.09], [4.71, -0.51, 1.88], [1.79, -0.52, 2.61], [0.54, -0.93, 0.66], [-3.88, 1.58, -2.08], [1.88, 1.98, 1.58], [1.21, 1.72, 0.11], [3.37, 0.59, -0.80], [-2.17, -0.80, 0.53], [-1.74, -2.11, -0.65], [-3.39, -0.99, -1.73], [-1.86, -0.35, -2.51], [0.26, -1.14, -1.33], [-0.08, 0.46, -0.66], [-2.20, 1.77, -1.11], [-3.33, 0.89, -0.09], [2.84, -0.61, 2.61], [1.34, -1.31, 3.03], [0.77, -1.98, 0.93], [-3.46, 1.44, -2.90]], "nbo_charge": [0.25, -0.50, -0.57, 0.57, -0.41, -0.43, -0.23, -0.08, -0.50, -0.83, -0.56, -0.73, 0.23, 0.23, 0.21, 0.21, 0.22, 0.22, 0.20, 0.21, 0.22, 0.18, 0.18, 0.45, 0.38, 0.41, 0.45], "homo_lumo_gap_ev": [6.68, 6.68], "e_above_lowest_kj_mol": 316.4}

{"formula": "C8H15N3O4S", "method": "the ωB97M-V functional and the def2-TZVPD basis", "elements": ["C", "C", "C", "C", "C", "C", "C", "C", "H", "H", "H", "H", "H", "H", "H", "H", "H", "H", "H", "H", "H", "H", "H", "N", "N", "N", "O", "O", "O", "O", "S"], "coordinates": [[0.29, 0.55, 1.59], [0.03, -0.11, 0.28], [1.09, 1.79, 1.48], [0.36, 2.38, 0.14], [0.95, 3.84, 0.02], [-1.21, -2.06, -0.48], [-0.08, -3.06, 0.09], [-1.32, -1.92, -1.93], [0.04, -1.33, 2.62], [1.72, -0.37, 2.97], [-0.64, 1.09, 2.06], [2.09, 1.49, 1.30], [0.98, 2.32, 2.48], [-0.76, 2.39, 0.40], [0.66, 1.61, -0.72], [1.32, 3.19, -1.89], [2.37, 4.65, -1.92], [-1.66, -0.78, 0.91], [-2.18, -2.41, -0.23], [-0.49, -1.11, -2.14], [-2.59, -1.36, -2.20], [-2.66, -3.57, -3.14], [-0.05, -4.22, -1.40], [0.57, -0.31, 2.89], [0.95, 4.25, -1.46], [-1.23, -0.67, -0.02], [0.90, -0.31, -0.53], [1.13, 4.66, 0.90], [0.14, -2.87, 1.22], [0.44, -4.08, -0.64], [-1.18, -3.65, -2.66]], "nbo_charge": [-0.18, 0.72, -0.40, -0.56, 0.68, -0.22, 0.81, -0.49, 0.40, 0.37, 0.21, 0.21, 0.25, 0.25, 0.27, 0.35, 0.33, 0.38, 0.23, 0.27, 0.24, 0.20, 0.46, -0.84, -0.80, -0.63, -0.62, -0.54, -0.58, -0.65, -0.10], "homo_lumo_gap_ev": 9.33, "e_above_lowest_kj_mol": 1027.0}

{"formula": "C8H15N4O2", "method": "the ωB97M-V functional and the def2-TZVPD basis", "elements": ["C", "C", "C", "C", "C", "C", "C", "C", "N", "N", "N", "N", "O", "O", "H", "H", "H", "H", "H", "H", "H", "H", "H", "H", "H", "H", "H", "H", "H"], "coordinates": [[2.19, -0.16, 0.12], [2.12, 1.22, -0.56], [0.89, 2.01, -0.42], [-2.78, -1.08, -0.11], [-2.71, -0.23, 1.21], [-1.63, -0.69, -0.96], [-1.45, 0.64, 1.13], [-0.26, 1.26, -0.95], [-1.08, 0.50, -0.29], [1.49, -1.18, -0.30], [0.69, -1.27, -1.37], [3.15, -0.45, 0.99], [1.58, -2.34, 0.41], [-0.52, -1.78, -1.10], [2.87, 1.88, -0.07], [2.35, 1.09, -1.57], [0.81, 2.47, 0.57], [1.00, 2.76, -1.21], [-2.56, -2.14, 0.21], [-3.67, -0.83, -0.57], [-3.48, 0.42, 1.26], [-2.67, -0.85, 2.11], [0.96, -2.93, -0.07], [-1.86, -0.45, -1.95], [-1.70, 1.76, 1.17], [-0.75, 0.52, 1.96], [-0.24, 0.99, -2.08], [3.83, 0.26, 1.17], [3.42, -1.40, 1.24]], "nbo_charge": [0.43, -0.42, -0.49, -0.45, -0.40, 0.23, -0.24, 0.27, -0.31, 0.08, -0.25, -0.76, -0.55, -0.40, 0.25, 0.26, 0.25, 0.26, 0.26, 0.24, 0.22, 0.23, 0.51, 0.21, 0.22, 0.24, 0.25, 0.41, 0.44], "total_charge": 1, "homo_lumo_gap_ev": [7.24, 7.24], "e_above_lowest_kj_mol": 629.7}

{"formula": "C8H15NO2", "method": "the ωB97M-V functional and the def2-TZVPD basis", "elements": ["C", "C", "C", "C", "C", "C", "C", "C", "N", "O", "O", "H", "H", "H", "H", "H", "H", "H", "H", "H", "H", "H", "H", "H", "H", "H"], "coordinates": [[1.81, -0.69, 1.51], [0.48, -1.42, 1.47], [-0.18, -0.99, 0.15], [0.30, 0.48, 0.01], [0.36, -1.86, -0.99], [-1.70, -1.08, 0.19], [0.42, 1.02, -1.40], [-0.06, 2.58, 1.13], [1.74, 0.33, 0.63], [2.78, -0.97, 2.19], [-0.49, 1.26, 0.85], [0.62, -2.49, 1.55], [-0.11, -1.07, 2.32], [-0.06, -1.57, -1.95], [0.09, -2.90, -0.80], [1.45, -1.79, -1.04], [-2.13, -0.75, -0.76], [-2.10, -0.45, 0.98], [-2.01, -2.11, 0.36], [0.68, 2.08, -1.39], [-0.55, 0.91, -1.90], [1.18, 0.49, -1.96], [-0.04, 3.21, 0.24], [0.92, 2.58, 1.60], [-0.80, 2.98, 1.83], [2.47, 1.01, 0.50]], "nbo_charge": [0.68, -0.51, -0.06, 0.48, -0.61, -0.61, -0.67, -0.25, -0.68, -0.61, -0.55, 0.23, 0.24, 0.21, 0.22, 0.22, 0.20, 0.23, 0.21, 0.22, 0.22, 0.23, 0.17, 0.18, 0.20, 0.41], "smiles": "CO[C@@]1(C)NC(=O)CC1(C)C", "homo_lumo_gap_ev": 10.04, "e_above_lowest_kj_mol": 45.2}

{"formula": "C8H15NO3S", "method": "the ωB97M-V functional and the def2-TZVPD basis", "elements": ["C", "C", "C", "C", "C", "C", "C", "C", "N", "O", "O", "O", "S", "H", "H", "H", "H", "H", "H", "H", "H", "H", "H", "H", "H", "H", "H", "H"], "coordinates": [[-1.54, -1.37, 1.05], [-3.26, -0.06, -0.35], [-2.35, -1.25, -0.33], [0.84, -0.40, 0.32], [3.18, -0.12, 0.54], [1.58, 1.86, 0.48], [1.95, 0.33, -1.57], [1.94, 0.43, -0.09], [-2.87, 1.18, -0.14], [-1.58, 1.37, 0.02], [-3.66, 2.17, -0.05], [-3.14, -2.36, -0.42], [-0.44, 0.05, 1.26], [-2.28, -1.55, 1.68], [-0.86, -2.24, 1.11], [-4.21, -0.15, -0.75], [-1.60, -1.13, -1.14], [0.75, -1.35, -0.10], [3.08, -0.14, 1.68], [4.07, 0.43, 0.12], [3.59, -1.21, 0.44], [1.71, 2.09, 1.57], [2.37, 2.54, 0.14], [0.62, 2.21, 0.12], [2.62, 1.16, -1.92], [1.02, 0.40, -2.04], [2.32, -0.74, -1.76], [-3.85, -2.15, 0.14]], "nbo_charge": [-0.56, -0.22, 0.08, -0.36, -0.62, -0.65, -0.59, -0.16, 0.41, -0.62, -0.50, -0.68, 0.88, 0.23, 0.24, 0.21, 0.19, 0.21, 0.23, 0.22, 0.23, 0.23, 0.22, 0.25, 0.22, 0.23, 0.21, 0.47], "homo_lumo_gap_ev": [7.46, 7.46], "e_above_lowest_kj_mol": 674.0}

{"formula": "C8H15NOPV", "method": "the ωB97M-V functional and the def2-TZVPD basis", "elements": ["C", "C", "C", "C", "C", "V", "P", "H", "H", "H", "H", "H", "H", "H", "H", "C", "N", "C", "C", "O", "H", "H", "H", "H", "H", "H", "H"], "coordinates": [[0.95, -0.04, -2.36], [0.19, 0.51, -3.57], [-0.84, -0.43, -3.86], [-0.71, -1.50, -2.89], [0.26, -1.21, -1.85], [-0.98, 0.31, -1.95], [-0.72, 2.96, -0.56], [1.98, 0.25, -2.07], [0.13, 1.61, -3.79], [-1.69, -0.29, -4.62], [0.21, -1.83, -0.93], [-1.42, -2.32, -2.92], [-1.73, 3.49, 0.30], [-0.78, 4.05, -1.46], [0.32, 3.54, 0.31], [1.76, -0.39, 2.65], [0.37, -0.81, 2.59], [-0.37, -1.39, 3.65], [-0.33, -0.45, 1.54], [0.28, 0.36, 0.80], [2.02, -0.72, 3.67], [1.84, 0.72, 2.46], [2.30, -0.95, 1.84], [-1.18, -0.77, 4.02], [-0.85, -2.32, 3.36], [0.34, -1.55, 4.42], [-1.35, -0.85, 1.25]], "nbo_charge": [-0.32, -0.30, -0.31, -0.30, -0.32, 1.02, -0.03, 0.27, 0.26, 0.27, 0.28, 0.25, 0.05, 0.03, 0.09, -0.41, -0.39, -0.41, 0.51, -0.70, 0.21, 0.24, 0.22, 0.20, 0.21, 0.22, 0.15], "total_charge": 1, "multiplicity": 2, "s2": 0.76, "homo_lumo_gap_ev": [7.66, 7.25]}

{"formula": "C8H15NP", "method": "the ωB97M-V functional and the def2-TZVPD basis", "elements": ["C", "C", "C", "C", "C", "C", "C", "C", "N", "P", "H", "H", "H", "H", "H", "H", "H", "H", "H", "H", "H", "H", "H", "H", "H"], "coordinates": [[0.83, -1.99, -0.05], [-0.46, -1.57, 0.22], [2.02, -1.27, -0.30], [1.98, 1.13, 0.39], [3.41, 0.81, 0.34], [-1.01, 1.21, 1.27], [-3.03, -0.43, -0.01], [-0.87, 0.68, -1.69], [2.29, -0.02, -0.01], [-1.24, 0.01, -0.11], [0.92, -3.08, -0.25], [-1.20, -2.19, 0.67], [2.87, -1.96, -0.65], [1.16, 1.92, 0.32], [3.83, 0.70, 1.37], [4.09, 1.14, -0.47], [-1.87, 1.56, 1.83], [-0.43, 2.13, 0.95], [-0.40, 0.77, 2.04], [-3.20, -1.00, 0.86], [-3.24, -1.16, -0.79], [-3.68, 0.44, 0.02], [0.20, 0.51, -2.00], [-1.38, 1.62, -1.67], [-1.58, 0.05, -2.27]], "nbo_charge": [-0.10, -0.72, -0.20, -0.01, -0.22, -0.97, -0.92, -0.99, -0.20, 1.52, 0.24, 0.25, 0.24, 0.24, 0.21, 0.22, 0.27, 0.24, 0.27, 0.26, 0.26, 0.26, 0.29, 0.27, 0.28], "total_charge": 1, "smiles": "CP(C)(C)=C/C=C\\[N+]1=CC1", "homo_lumo_gap_ev": [7.38, 7.38], "e_above_lowest_kj_mol": 276.3}

{"formula": "C8H15NS", "method": "the ωB97M-V functional and the def2-TZVPD basis", "elements": ["C", "C", "C", "C", "C", "C", "C", "C", "N", "S", "H", "H", "H", "H", "H", "H", "H", "H", "H", "H", "H", "H", "H", "H", "H"], "coordinates": [[0.31, -2.26, 1.63], [0.27, -1.59, 0.27], [-0.82, -3.05, 2.03], [1.15, 2.20, -0.99], [1.63, 0.64, -1.07], [-1.18, 2.19, -1.96], [-1.92, -3.19, 1.30], [-0.31, 2.13, -0.78], [1.95, 2.77, 0.17], [1.78, -0.38, 0.22], [0.47, -1.42, 2.36], [1.32, -2.84, 1.56], [0.45, -2.36, -0.41], [-0.63, -0.97, 0.17], [-0.59, -3.32, 3.03], [1.39, 2.77, -1.94], [1.39, 0.23, -2.02], [-0.53, 2.24, -2.80], [-1.78, 3.11, -1.78], [-1.94, 1.31, -2.23], [-2.78, -3.75, 1.67], [-2.15, -2.60, 0.40], [-0.68, 1.79, 0.09], [1.87, 3.78, 0.07], [1.34, 2.53, 1.01]], "nbo_charge": [-0.46, -0.47, -0.18, -0.14, -0.38, -0.67, -0.41, -0.11, -0.82, 0.25, 0.22, 0.22, 0.21, 0.21, 0.21, 0.20, 0.18, 0.21, 0.23, 0.21, 0.20, 0.20, 0.17, 0.35, 0.35], "homo_lumo_gap_ev": [7.92, 7.72], "e_above_lowest_kj_mol": 362.1}

{"formula": "C8H15O3S", "method": "the ωB97M-V functional and the def2-TZVPD basis", "elements": ["C", "C", "C", "C", "C", "C", "C", "C", "O", "O", "O", "S", "H", "H", "H", "H", "H", "H", "H", "H", "H", "H", "H", "H", "H", "H", "H"], "coordinates": [[0.41, 1.93, -0.92], [0.90, -2.03, -0.85], [2.54, -0.43, -1.87], [-1.10, -0.76, 2.06], [-2.03, 1.61, 1.90], [0.25, 0.45, -1.34], [1.31, -0.55, -0.88], [-1.16, 0.52, 1.30], [1.57, 2.29, -0.73], [-0.69, 2.50, -0.95], [-2.23, -1.15, -0.57], [-1.66, 0.24, -0.45], [-0.19, -2.14, -0.55], [1.03, -2.72, -1.76], [1.45, -2.51, 0.05], [2.33, -1.09, -2.72], [2.67, 0.69, -1.93], [3.55, -0.78, -1.49], [-1.45, -0.63, 3.13], [-1.74, -1.40, 1.59], [0.04, -1.07, 2.27], [-3.02, 1.24, 2.04], [-2.13, 2.47, 1.01], [-1.82, 2.02, 2.85], [-0.13, 0.44, -2.41], [1.52, -0.14, 0.17], [-0.24, 1.01, 1.09]], "nbo_charge": [0.73, -0.64, -0.64, -0.62, -0.62, -0.37, -0.28, -0.44, -0.75, -0.76, -1.03, 1.17, 0.25, 0.20, 0.20, 0.20, 0.26, 0.19, 0.19, 0.24, 0.21, 0.19, 0.25, 0.20, 0.22, 0.22, 0.23], "total_charge": -1, "homo_lumo_gap_ev": 7.81, "e_above_lowest_kj_mol": 110.0}

{"formula": "C8H15O4P", "method": "the ωB97M-V functional and the def2-TZVPD basis", "elements": ["C", "C", "C", "C", "C", "C", "C", "C", "O", "O", "O", "O", "P", "H", "H", "H", "H", "H", "H", "H", "H", "H", "H", "H", "H", "H", "H", "H"], "coordinates": [[0.24, 0.49, -1.30], [1.24, 0.37, -0.24], [2.66, -1.90, -0.79], [0.16, -0.86, 1.61], [-2.27, 2.17, -0.59], [2.62, -0.37, -0.55], [0.93, 0.42, 1.23], [-1.90, 0.78, -0.65], [-4.23, -0.11, -0.12], [-2.50, -1.81, 0.69], [-2.89, 0.37, 1.92], [1.15, 1.56, -1.09], [-2.90, -0.34, 0.61], [0.42, 0.06, -2.35], [3.65, -2.27, -0.74], [2.19, -2.42, -1.67], [2.12, -2.31, 0.22], [-0.62, -1.25, 0.89], [-0.39, -0.81, 2.53], [0.85, -1.69, 1.81], [-1.97, 2.73, 0.31], [-3.33, 2.25, -0.70], [-1.71, 2.58, -1.44], [3.27, 0.19, -1.33], [3.35, -0.22, 0.25], [1.87, 0.64, 1.76], [0.21, 1.36, 1.34], [-2.21, 0.39, -1.62]], "nbo_charge": [0.01, 0.18, -0.61, -0.66, -0.69, -0.41, -0.44, -0.41, -1.24, -1.24, -1.26, -0.58, 2.35, 0.14, 0.18, 0.20, 0.22, 0.32, 0.23, 0.15, 0.20, 0.25, 0.17, 0.19, 0.18, 0.17, 0.24, 0.17], "total_charge": -2, "homo_lumo_gap_ev": 5.13, "e_above_lowest_kj_mol": 307.7}

{"formula": "C8H15P", "method": "the ωB97M-V functional and the def2-TZVPD basis", "elements": ["C", "C", "C", "C", "C", "C", "C", "C", "P", "H", "H", "H", "H", "H", "H", "H", "H", "H", "H", "H", "H", "H", "H", "H"], "coordinates": [[3.90, 0.67, -0.43], [3.03, 1.35, 0.05], [0.09, -0.97, 1.32], [-0.94, 0.16, 1.37], [-0.12, -1.72, -0.09], [-0.85, 0.73, -0.06], [1.02, -2.66, -0.44], [-1.33, 2.20, -0.22], [-0.43, -0.33, -1.30], [4.70, 0.13, -0.87], [-4.58, 1.80, -2.56], [2.31, 1.88, 0.53], [1.04, -0.43, 1.23], [0.15, -1.68, 2.13], [-1.93, -0.13, 1.46], [-0.71, 0.90, 2.21], [-0.99, -2.34, 0.06], [1.94, -2.02, -0.72], [0.59, -3.14, -1.44], [1.24, -3.53, 0.30], [-2.34, 2.12, 0.16], [-1.32, 2.57, -1.17], [-0.60, 2.68, 0.47], [-3.89, 1.78, -1.99]], "nbo_charge": [-0.23, -0.23, -0.39, -0.47, -0.51, -0.32, -0.62, -0.64, 0.62, 0.23, 0.01, 0.22, 0.20, 0.21, 0.21, 0.21, 0.21, 0.22, 0.21, 0.22, 0.22, 0.22, 0.21, -0.01], "homo_lumo_gap_ev": 9.40, "e_above_lowest_kj_mol": 397.4}

{"formula": "C8H16", "method": "the ωB97M-V functional and the def2-TZVPD basis", "elements": ["C", "C", "C", "C", "H", "H", "H", "H", "H", "H", "H", "H", "C", "C", "C", "C", "H", "H", "H", "H", "H", "H", "H", "H"], "coordinates": [[1.42, 0.14, -0.49], [2.32, -0.85, -0.68], [0.00, 0.00, 0.00], [2.06, -2.36, -0.45], [1.76, 1.15, -0.78], [3.30, -0.58, -1.09], [-0.64, 0.87, -0.21], [0.13, -0.09, 1.09], [-0.51, -0.91, -0.37], [2.19, -2.95, -1.38], [1.02, -2.47, -0.10], [2.73, -2.78, 0.32], [7.04, -1.01, 1.54], [7.97, -0.05, 1.47], [5.57, -0.92, 1.11], [7.73, 1.34, 0.90], [7.30, -1.95, 2.05], [8.98, -0.23, 1.84], [5.40, -1.70, 0.34], [5.25, 0.05, 0.70], [4.95, -1.17, 1.99], [7.01, 1.86, 1.55], [7.34, 1.36, -0.13], [8.69, 1.90, 0.92]], "nbo_charge": [-0.19, -0.19, -0.67, -0.66, 0.20, 0.20, 0.22, 0.22, 0.22, 0.22, 0.21, 0.22, -0.18, -0.19, -0.66, -0.66, 0.20, 0.20, 0.22, 0.22, 0.22, 0.22, 0.22, 0.22], "smiles": "C/C=C\\C.C/C=C\\C", "homo_lumo_gap_ev": 10.11, "e_above_lowest_kj_mol": 109.5}

Number 1: E_tot -553.19208 hartree. Number 2: E_tot -1176.94355 hartree. Number 3: E_tot -682.87896 hartree. Number 4: E_tot -519.08315 hartree. Number 5: E_tot -992.22393 hartree. Number 6: E_tot -1728.73193 hartree. Number 7: E_tot -709.52949 hartree. Number 8: E_tot -766.56469 hartree. Number 9: E_tot -937.70261 hartree. Number 10: E_tot -956.01936 hartree. Number 11: E_tot -654.98004 hartree. Number 12: E_tot -314.35283 hartree.